{
  "formula": "C19H30N2O4",
  "method": "ωB97M-V/def2-TZVPD",
  "symbols": ["C", "C", "C", "C", "C", "O", "C", "C", "C", "C", "C", "O", "N", "N", "C", "O", "O", "C", "C", "C", "C", "C", "C", "C", "C", "H", "H", "H", "H", "H", "H", "H", "H", "H", "H", "H", "H", "H", "H", "H", "H", "H", "H", "H", "H", "H", "H", "H", "H", "H", "H", "H", "H", "H", "H"],
  "coordinates": [[-5.7486, -0.9381, -0.0497], [-4.4305, -1.5874, -0.4573], [-3.2034, -0.8848, 0.1229], [-2.9922, 0.5172, -0.4474], [-1.7031, 1.1661, 0.0909], [-1.6791, 1.1462, 1.5098], [-1.5696, 2.6062, -0.4382], [-0.2939, 3.2822, 0.0625], [-0.1700, 4.7364, -0.3920], [-1.1798, 5.6667, 0.2711], [-0.5108, 0.3600, -0.4379], [-0.2441, 0.2831, -1.6130], [0.2211, -0.2216, 0.5424], [1.3312, -1.0042, 0.2528], [1.1268, -2.3268, -0.0546], [1.9858, -3.1273, -0.3146], [-0.1878, -2.6173, 0.0251], [-0.5439, -3.9729, -0.2423], [-0.3999, -4.8421, 0.9982], [2.5691, -0.3283, 0.1462], [3.6170, -0.8187, -0.6239], [4.8031, -0.1107, -0.6996], [4.9577, 1.0877, -0.0246], [3.9112, 1.5786, 0.7367], [2.7239, 0.8770, 0.8267], [-5.8396, 0.0616, -0.4664], [-6.5868, -1.5293, -0.4109], [-5.8209, -0.8703, 1.0340], [-4.4294, -2.6237, -0.1111], [-4.3540, -1.6025, -1.5465], [-2.3173, -1.4823, -0.0960], [-3.3016, -0.8250, 1.2096], [-2.9136, 0.4639, -1.5337], [-3.8390, 1.1598, -0.1933], [-2.4289, 1.6677, 1.8198], [-2.4472, 3.1746, -0.1205], [-1.5580, 2.5675, -1.5275], [-0.2657, 3.2399, 1.1543], [0.5644, 2.7232, -0.3167], [0.8370, 5.0854, -0.1533], [-0.2867, 4.7838, -1.4765], [-0.9894, 6.6969, -0.0206], [-1.1055, 5.5996, 1.3547], [-2.1970, 5.4192, -0.0220], [-0.1358, -0.2110, 1.4894], [0.0909, -4.3543, -1.0479], [-1.5827, -3.9299, -0.5769], [-0.9967, -4.4388, 1.8131], [0.6426, -4.8777, 1.3047], [-0.7363, -5.8506, 0.7762], [3.5075, -1.7480, -1.1549], [5.6110, -0.4995, -1.3011], [5.8847, 1.6366, -0.0927], [4.0168, 2.5133, 1.2675], [1.9144, 1.2695, 1.4227]],
  "atomic_forces_ev_per_a": [[0.2, -0.1, -0.1], [0.0, 0.1, 0.2], [-0.2, 0.0, -0.3], [0.3, -0.3, 0.4], [-0.5, 0.3, -0.9], [0.0, 0.0, 0.3], [0.4, -0.2, 0.3], [-0.1, 0.1, -0.2], [0.0, -0.1, 0.2], [0.2, -0.1, -0.2], [0.0, 0.1, 0.3], [-0.1, 0.0, -0.3], [0.4, -0.3, 0.4], [-0.7, 0.4, 0.1], [-0.5, -0.2, 0.1], [0.2, -0.1, -0.1], [0.2, 0.2, 0.0], [0.1, -0.6, -0.1], [0.0, 0.3, -0.2], [0.4, 0.2, 0.0], [-0.1, -0.1, -0.1], [0.0, 0.1, 0.1], [0.1, 0.1, 0.0], [0.0, 0.0, 0.0], [-0.1, -0.1, 0.0], [-0.1, 0.1, 0.0], [-0.1, 0.0, 0.0], [0.0, 0.0, 0.1], [0.0, 0.0, -0.1], [0.0, -0.1, -0.1], [0.0, 0.0, 0.1], [0.1, -0.1, 0.0], [0.0, 0.1, -0.1], [0.0, 0.1, 0.0], [0.1, -0.1, 0.0], [-0.1, -0.1, 0.0], [-0.1, 0.0, 0.0], [0.1, 0.0, 0.0], [0.1, 0.0, 0.1], [0.0, 0.0, -0.1], [0.1, 0.0, -0.1], [-0.1, 0.1, 0.0], [0.0, 0.0, 0.1], [-0.1, 0.0, 0.0], [0.2, -0.1, -0.2], [-0.2, 0.1, 0.1], [0.1, 0.0, 0.0], [-0.1, 0.0, 0.1], [0.1, 0.0, 0.0], [0.0, -0.1, 0.0], [0.0, 0.0, 0.0], [0.1, 0.0, -0.1], [0.1, 0.0, 0.0], [0.0, 0.1, 0.0], [0.0, 0.0, 0.0]],
  "e_homo_ev": -8.55,
  "lumo_energy_ev": 0.55,
  "smiles": "CCCCC(O)(CCCC)C(=O)NN(C(=O)OCC)c1ccccc1",
  "molar_mass_g_mol": 350.46,
  "homo_lumo_gap_ev": 9.1,
  "de_lowest_kcal_mol": 33.8
}